(1)
45
Properties=species:S:1:pos:R:3:nbo_charge:R:1 method="wB97M-V/def2-TZVPD" smiles="CNC(=O)[C@H](CC(C)C)NC(C)=O.N#Cc1ccccc1O" de_lowest_kj_mol=126.1 gap_ev=9.48 mol_weight_g_mol=305.38 e_homo_ha=-0.3420 total_charge=0 lumo_energy_ev=0.17
C 4.45 3.68 -0.36 -0.412
N 3.22 2.96 -0.70 -0.618
C 2.63 2.06 0.08 0.660
O 3.08 1.75 1.18 -0.648
C 1.30 1.41 -0.39 -0.123
C 1.56 0.12 -1.20 -0.403
C 0.31 -0.69 -1.59 -0.214
C 0.71 -1.87 -2.47 -0.597
C -0.43 -1.23 -0.37 -0.613
N 0.34 2.29 -1.08 -0.608
C 0.51 2.93 -2.24 0.686
C -0.65 3.79 -2.70 -0.707
O 1.52 2.86 -2.93 -0.664
H 5.31 3.04 -0.52 0.199
H 4.55 4.58 -0.98 0.204
H 4.43 3.98 0.69 0.217
H 2.81 3.12 -1.62 0.429
H 0.82 1.10 0.54 0.231
H 2.10 0.39 -2.11 0.226
H 2.22 -0.52 -0.62 0.217
H -0.37 -0.06 -2.17 0.196
H 1.20 -1.51 -3.37 0.210
H -0.19 -2.43 -2.76 0.207
H 1.38 -2.53 -1.93 0.201
H 0.24 -1.84 0.23 0.203
H -1.28 -1.84 -0.70 0.215
H -0.82 -0.40 0.22 0.198
H -0.54 2.44 -0.62 0.405
H -0.80 4.60 -2.00 0.231
H -0.42 4.19 -3.69 0.245
H -1.55 3.18 -2.77 0.227
N -3.66 0.28 1.42 -0.320
C -3.27 -0.72 1.89 0.261
C -2.82 -1.96 2.44 -0.227
C -1.46 -2.14 2.72 -0.145
C -1.00 -3.36 3.23 -0.249
C -1.90 -4.40 3.48 -0.155
C -3.26 -4.21 3.22 -0.275
C -3.73 -3.00 2.71 0.352
O -5.07 -2.86 2.47 -0.654
H -0.75 -1.34 2.53 0.233
H 0.06 -3.50 3.43 0.226
H -1.55 -5.35 3.88 0.224
H -3.97 -5.01 3.42 0.234
H -5.26 -1.97 2.13 0.494



(2)
54
Properties=species:S:1:pos:R:3:nbo_charge:R:1 method="wB97M-V/def2-TZVPD" smiles="COc1ccc([C@@H](OC)C2(Cc3ccc([N+](=O)[O-])cc3)C(=O)OC(C)(C)OC2=O)cc1" de_lowest_kj_mol=0.0 gap_ev=8.37 mol_weight_g_mol=429.42 e_homo_ha=-0.3282 total_charge=0 lumo_energy_ev=-0.57
C -6.09 -1.61 0.31 -0.260
O -4.99 -1.85 1.24 -0.493
C -3.76 -1.47 0.81 0.326
C -2.65 -1.83 1.61 -0.269
C -1.37 -1.53 1.19 -0.177
C -1.14 -0.75 0.05 -0.118
C 0.34 -0.52 -0.32 0.101
O 0.72 -1.53 -1.26 -0.571
C -0.15 -2.05 -2.28 -0.257
C 0.86 0.81 -0.80 -0.314
C 2.19 0.59 -1.69 -0.383
C 3.33 -0.03 -0.90 0.037
C 3.37 -1.40 -0.59 -0.227
C 4.08 -1.85 0.50 -0.180
C 4.92 -0.95 1.19 0.005
N 5.47 -1.29 2.46 0.501
O 6.10 -0.40 3.09 -0.386
O 5.31 -2.44 2.93 -0.389
C 5.12 0.35 0.69 -0.182
C 4.39 0.76 -0.41 -0.164
C 1.27 2.03 0.08 0.812
O 2.43 2.25 0.41 -0.540
O 0.36 3.04 0.33 -0.508
C -1.02 2.68 0.27 0.538
C -1.37 1.82 1.46 -0.657
C -1.95 3.90 0.24 -0.630
O -1.24 2.06 -1.03 -0.539
C -0.21 1.39 -1.66 0.832
O -0.24 1.22 -2.86 -0.562
C -2.24 -0.45 -0.77 -0.117
C -3.53 -0.78 -0.40 -0.336
H -6.96 -1.92 0.88 0.208
H -6.16 -0.54 0.04 0.181
H -5.96 -2.20 -0.61 0.185
H -2.82 -2.41 2.52 0.232
H -0.52 -1.88 1.78 0.220
H 0.92 -0.74 0.60 0.218
H -0.53 -1.26 -2.96 0.194
H 0.50 -2.72 -2.87 0.201
H -0.97 -2.65 -1.86 0.187
H 1.93 -0.05 -2.55 0.255
H 2.49 1.59 -2.07 0.229
H 2.80 -2.12 -1.17 0.246
H 3.98 -2.88 0.86 0.245
H 5.81 1.01 1.21 0.252
H 4.61 1.73 -0.85 0.224
H -0.65 1.01 1.57 0.220
H -1.32 2.46 2.35 0.235
H -2.39 1.43 1.35 0.237
H -1.80 4.47 -0.67 0.235
H -2.98 3.53 0.26 0.229
H -1.80 4.52 1.13 0.229
H -2.13 0.01 -1.75 0.219
H -4.35 -0.55 -1.07 0.223



(3)
63
Properties=species:S:1:pos:R:3:lowdin_spin:R:1 method="wB97M-V/def2-TZVPD" gap_ev="6.18 / 5.88" mol_weight_g_mol=739.03 e_homo_ha="-0.2754 / -0.2776" total_charge=0 multiplicity=2 lumo_energy_ev="-1.31 / -1.67"
Fe -0.41 0.02 -0.81 0.802
S 1.95 0.14 -1.91 0.044
C 2.81 -1.01 -0.97 0.025
C 4.22 -1.06 -1.17 0.001
N 5.35 -1.06 -1.35 0.006
C 2.22 -1.83 -0.04 0.008
S 0.54 -1.84 0.27 0.087
C 3.03 -2.72 0.72 -0.001
N 3.68 -3.43 1.35 -0.003
N -0.27 2.13 1.70 -0.001
P 0.85 1.57 0.54 0.010
C 1.65 3.12 0.01 0.005
C 2.24 3.96 0.95 0.001
C 2.80 5.16 0.55 0.001
C 2.78 5.53 -0.79 0.000
C 2.20 4.69 -1.73 0.000
C 1.63 3.49 -1.33 0.001
C 2.09 0.87 1.66 -0.004
C 1.68 0.13 2.76 -0.001
C 2.61 -0.52 3.55 0.001
C 3.96 -0.45 3.23 -0.002
C 4.38 0.28 2.13 0.001
C 3.45 0.93 1.34 0.000
C -1.62 2.09 1.45 0.000
C -2.54 2.67 2.33 0.001
C -3.88 2.58 2.03 -0.001
C -4.27 1.95 0.86 0.000
C -3.29 1.42 0.04 -0.001
N -1.99 1.48 0.33 0.007
H 0.04 2.67 2.49 0.000
H 2.27 3.67 1.99 0.000
H 3.25 5.81 1.28 0.000
H 3.21 6.47 -1.10 0.000
H 2.19 4.97 -2.78 0.000
H 1.16 2.84 -2.06 0.001
H 0.62 0.05 2.99 0.001
H 2.29 -1.11 4.40 0.000
H 4.69 -0.98 3.84 0.000
H 5.43 0.32 1.87 0.000
H 3.77 1.49 0.47 0.000
H -2.19 3.17 3.23 0.000
H -4.62 3.01 2.70 0.000
H -5.31 1.87 0.58 0.000
H -3.56 0.92 -0.88 0.000
C 0.14 -3.63 -3.71 0.000
C -1.28 -3.14 -3.53 -0.001
O -1.42 -2.63 -2.20 0.000
P -2.31 -1.36 -1.85 -0.002
O -2.29 -1.23 -0.36 0.007
Te -1.41 0.53 -3.08 0.008
O -3.79 -1.75 -2.32 -0.001
C -4.45 -1.34 -3.52 0.000
C -5.43 -0.22 -3.23 0.001
H 0.25 -4.10 -4.69 0.000
H 0.39 -4.35 -2.93 0.000
H 0.84 -2.80 -3.65 0.000
H -1.99 -3.96 -3.66 0.000
H -1.51 -2.36 -4.27 -0.001
H -4.97 -2.21 -3.90 0.000
H -3.71 -1.01 -4.26 0.000
H -6.10 -0.51 -2.42 0.000
H -6.02 -0.01 -4.13 0.000
H -4.90 0.69 -2.95 0.001